Record 1
118
Properties=species:S:1:pos:R:3:forces:R:3 method="wB97M-V/def2-TZVPD" e_lumo_ha="-0.0393 / -0.0284" de_lowest_kj_mol=7.4 spin_multiplicity=5 homo_ev="-6.932 / -6.888" mol_weight_g_mol=1057.8 gap_ev="5.86 / 6.12"
C -3.448 -2.144 -0.257 0.08 -0.02 -0.06
H -0.888 3.824 -2.412 0.01 -0.01 -0.01
C 3.771 -2.563 -2.958 -0.03 0.02 0.00
N -0.305 1.462 0.669 -0.07 -0.05 -0.03
F 5.754 -5.048 -1.301 0.01 -0.01 0.00
H 3.060 -3.724 2.075 0.02 -0.04 -0.03
C 2.850 -2.960 2.818 0.04 0.03 0.00
H 3.708 2.232 -2.129 -0.01 0.01 -0.01
C 2.707 -2.485 -2.081 -0.08 0.06 -0.02
F 5.330 -3.140 1.699 0.01 -0.04 -0.01
H 3.549 -3.128 3.646 0.00 0.00 -0.01
C -0.678 0.039 -5.927 0.01 -0.05 -0.02
H -0.339 -4.783 2.119 0.01 0.00 -0.01
H -5.361 1.539 1.243 0.01 0.00 0.01
C -0.643 5.859 -0.629 0.00 0.01 0.01
C 4.767 -4.192 -1.568 0.00 0.00 0.00
S 0.600 0.335 2.834 -0.15 0.02 -0.01
N -0.818 2.414 -0.123 0.00 0.07 0.02
H -0.701 2.798 -5.353 -0.02 0.00 -0.02
H -1.630 -2.076 2.631 -0.02 -0.02 -0.02
H 0.135 4.236 4.198 0.00 0.00 0.00
B -0.267 0.057 -0.009 -0.28 0.29 -0.03
H -0.504 6.346 0.338 0.00 -0.01 0.00
C -4.128 -1.524 0.725 -0.04 0.04 0.05
F 7.715 -2.017 1.502 0.01 -0.02 0.00
C -3.409 1.351 3.193 0.03 0.02 0.01
N 1.589 -2.968 0.036 0.05 0.06 -0.03
C 0.247 3.185 3.937 -0.01 0.00 0.02
H -2.172 2.743 -4.374 0.00 0.03 0.04
C -0.998 3.605 0.364 0.02 -0.04 0.00
S -1.192 -2.507 -1.705 0.01 -0.01 0.01
H -3.044 0.562 -3.459 0.00 0.02 0.00
H -5.138 -1.832 0.966 0.01 -0.01 0.00
H 1.350 1.568 -4.780 0.00 0.00 0.02
H -3.192 2.123 2.452 0.02 0.01 -0.01
H -6.231 0.057 1.659 0.01 0.01 0.00
H -0.980 -3.522 1.058 -0.01 0.01 -0.01
H 1.691 -4.899 0.929 0.05 -0.02 0.01
C 4.480 0.301 2.354 0.00 -0.07 0.00
N -2.330 -0.047 1.167 0.06 0.05 -0.06
C -0.291 0.799 -3.590 -0.05 -0.03 0.07
H -2.315 4.865 -2.561 0.01 -0.01 0.01
C 1.454 -3.161 3.395 -0.08 0.00 0.01
C 4.823 -3.417 -2.708 -0.01 0.00 0.01
H -3.656 4.285 0.060 0.01 0.01 0.01
N 0.212 0.335 -1.437 0.06 -0.04 0.01
H -4.097 -2.996 -2.099 0.01 -0.01 0.01
C 5.721 0.887 2.207 -0.01 -0.02 0.00
C 1.501 0.662 -1.549 -0.02 -0.01 -0.01
C 0.967 -4.199 0.509 0.02 0.04 -0.01
H 0.458 -4.724 -0.311 0.01 0.00 -0.01
C 3.386 1.592 -2.951 0.02 0.00 0.00
C 2.635 -3.177 -0.864 0.03 -0.04 0.00
C -1.294 0.786 -4.736 -0.03 0.02 0.06
C -0.645 3.909 1.709 -0.03 0.01 -0.05
H -3.649 -1.234 4.079 0.00 0.01 -0.01
C 1.957 1.192 -2.790 0.00 -0.02 0.00
F 3.772 -4.888 0.381 -0.08 0.01 0.03
F 5.852 -3.507 -3.553 0.03 0.00 -0.02
C -5.562 0.827 2.046 -0.01 0.00 0.00
C -1.611 2.228 -5.152 0.05 0.00 -0.04
H -0.610 -1.717 4.022 0.00 0.01 0.01
H 0.152 0.587 -6.378 0.01 -0.01 0.04
C -1.602 4.664 -0.543 0.04 -0.01 0.01
H -1.228 -3.367 3.789 0.00 0.01 0.01
H -0.319 -0.949 -5.632 -0.01 0.01 0.01
C -0.140 2.947 2.516 -0.01 -0.02 0.01
H -2.213 2.225 -6.063 0.00 0.00 0.02
H -2.457 0.970 3.567 0.00 0.00 -0.01
H 1.279 2.874 4.106 0.00 0.01 -0.01
H -6.088 1.354 2.845 0.00 -0.01 -0.01
F 5.854 2.209 2.367 0.00 0.03 0.01
C 1.049 1.222 -3.798 -0.02 0.09 -0.03
C -4.047 -3.262 -1.042 -0.02 -0.01 -0.02
N -0.694 0.410 -2.414 0.03 -0.02 -0.07
H -2.834 5.475 1.078 0.01 0.01 -0.02
C -2.586 0.079 -4.322 0.01 0.01 0.01
N -1.614 -0.637 0.162 0.05 -0.03 0.04
C 6.663 -1.245 1.792 -0.01 -0.02 0.00
H 1.328 -4.193 3.748 0.01 0.00 -0.01
C -2.085 -1.716 -0.567 -0.01 0.01 0.04
C -3.517 -0.454 1.450 0.02 0.00 0.02
H -1.437 -0.093 -6.700 0.01 0.01 0.00
C 4.244 -1.079 2.203 -0.03 0.05 -0.02
H 1.358 -2.497 4.255 0.00 0.00 0.01
C -0.075 -3.879 1.553 0.01 0.01 0.01
H 3.538 2.111 -3.896 0.00 -0.01 0.00
C 5.408 -1.815 1.917 0.01 0.03 0.01
H -2.398 -0.962 -4.056 0.01 0.00 0.01
H -5.182 -1.623 3.287 0.01 0.01 0.01
H -5.115 -0.335 4.490 0.00 -0.01 -0.01
H -5.047 -3.491 -0.676 0.01 0.00 0.00
H -2.462 3.215 -1.917 -0.01 0.02 0.00
H -3.956 1.810 4.020 0.00 -0.01 -0.01
H 4.023 0.704 -2.931 0.00 0.01 0.01
C 3.706 -4.075 -0.685 -0.03 0.02 0.03
Fe 1.339 -1.284 1.120 0.24 -0.40 -0.04
C -4.568 -0.806 3.671 -0.01 -0.02 0.02
F 3.758 -1.825 -4.078 0.00 0.01 -0.04
H -0.374 2.582 4.603 0.01 0.00 0.00
H 0.336 5.545 -0.996 -0.01 0.00 0.00
F 3.464 1.114 2.679 -0.03 0.04 0.01
C 6.832 0.117 1.927 0.01 0.02 0.00
C -1.832 4.105 -1.942 -0.02 -0.01 -0.06
H -3.418 -4.150 -0.985 -0.01 -0.01 0.01
N 2.977 -1.598 2.305 -0.07 0.06 0.06
C 0.013 1.638 1.952 0.04 -0.04 0.13
H -3.291 0.110 -5.155 0.02 0.00 0.01
S 2.520 0.385 -0.209 0.02 -0.05 -0.09
H -1.043 6.604 -1.319 0.00 0.00 0.01
C -0.849 -2.472 3.279 0.03 -0.01 -0.01
F 1.680 -1.723 -2.483 0.06 -0.05 0.02
H -3.364 5.922 -0.544 0.00 -0.01 0.00
C -4.254 0.234 2.588 -0.01 0.02 -0.02
H -0.787 4.914 2.086 0.01 -0.01 0.00
N 0.338 -2.808 2.478 -0.02 0.05 0.06
C -2.942 5.112 0.054 -0.04 -0.01 0.01
F 8.040 0.678 1.791 0.02 0.01 0.00

---

Record 2
9
Properties=species:S:1:pos:R:3:forces:R:3 method="wB97M-V/def2-TZVPD" e_lumo_ha=0.0267 de_lowest_kj_mol=174.3 homo_ev=-10.555 mol_weight_g_mol=157.0 gap_ev=11.28
C 1.572 0.031 0.022 -1.72 0.13 -0.96
F -1.246 0.917 -1.170 0.23 0.09 -0.40
C -1.247 0.352 0.035 3.44 -3.57 -1.09
C 0.420 -0.608 0.232 -1.55 6.20 -1.15
Br -2.705 -0.957 0.049 0.26 0.28 0.28
H 1.665 0.985 -0.457 -0.51 0.90 0.39
H 2.522 -0.425 0.007 0.80 -1.13 0.44
H 0.421 -1.593 0.391 -0.85 -3.67 1.05
F -1.402 1.298 0.892 -0.10 0.76 1.45

---

Record 3
14
Properties=species:S:1:pos:R:3:forces:R:3 method="wB97M-V/def2-TZVPD" e_lumo_ha=0.1376 de_lowest_kj_mol=27.7 charge=-1 homo_ev=-2.914 mol_weight_g_mol=115.2 gap_ev=6.66
C 0.347 2.604 1.173 0.23 -0.05 -0.01
C 0.993 -0.943 -0.195 -0.37 -2.68 -1.66
H -1.543 -0.084 0.525 -0.56 -2.99 0.68
C -1.369 0.884 0.282 -0.04 4.28 -2.48
H -1.469 1.001 -0.902 -0.63 -0.20 2.41
H -0.078 -1.345 -0.398 1.71 1.03 -0.40
H 2.159 0.613 0.513 -0.13 0.98 0.12
H 1.734 -0.993 -1.117 -1.71 -0.72 1.50
H 1.301 -1.709 0.578 0.38 0.88 -0.65
S 1.825 2.692 2.024 0.53 0.60 0.51
H -2.118 1.568 0.867 1.59 -1.06 -1.39
C 0.080 1.274 0.499 1.48 -1.05 0.70
O -0.510 3.483 1.111 -0.39 0.05 -0.19
C 1.126 0.428 0.263 -2.10 0.92 0.86

---

Record 4
30
Properties=species:S:1:pos:R:3:forces:R:3 method="wB97M-V/def2-TZVPD" e_lumo_ha=0.0202 de_lowest_kj_mol=198.4 smiles="NCC(=O)N[C@@H](Cc1ccccc1)C(=O)O" homo_ev=-9.053 mol_weight_g_mol=222.2 gap_ev=9.60
H -3.900 -2.390 -0.202 -1.27 1.07 1.24
C 0.050 0.349 1.324 2.19 0.87 -0.42
N -1.483 0.667 -0.524 1.00 1.29 -2.17
H -1.446 0.871 -1.542 -0.28 -0.72 1.15
C 0.611 1.784 -0.578 1.57 0.39 -1.27
O -2.637 0.086 1.326 0.01 0.20 -1.66
H 1.879 -3.189 -1.104 -0.17 -0.83 -0.99
H -1.043 2.243 0.784 0.47 -0.58 -0.14
H 2.105 3.002 -0.773 0.26 -0.40 -0.58
C -0.554 1.376 0.283 0.51 -0.02 1.33
C 1.207 -0.449 0.724 0.11 2.02 0.24
H -0.567 -0.439 1.684 -1.23 0.39 0.44
O 0.936 1.148 -1.551 -0.59 0.43 -0.14
C 3.610 -0.754 0.405 -2.82 2.37 0.96
H 0.453 1.000 2.122 -0.28 -0.69 0.01
H -0.036 -1.763 -0.381 0.07 -0.30 0.09
H -3.199 -0.897 -1.720 0.73 -1.19 -0.95
C 0.988 -1.515 -0.128 1.16 -1.21 -0.51
H 4.543 -0.307 0.631 1.11 -0.19 -0.02
C 2.485 0.035 0.910 2.67 -2.53 -1.23
O 1.373 2.842 -0.178 -1.70 -0.23 1.29
H -4.469 -1.176 0.876 0.26 -0.09 1.00
H 4.277 -2.435 -0.605 0.03 -0.49 -0.47
C -3.587 -0.563 -0.801 0.55 1.10 1.71
C 2.073 -2.256 -0.661 -0.02 1.56 1.90
N -4.409 -1.473 -0.070 1.15 -3.00 -1.97
C -2.496 0.106 0.089 -2.99 -1.39 1.26
C 3.402 -1.874 -0.339 -0.95 -0.39 -0.06
H 2.803 0.956 1.364 -0.65 0.22 0.55
H -4.276 0.144 -1.122 -0.89 2.34 -0.56

---

Record 5
30
Properties=species:S:1:pos:R:3:forces:R:3 method="wB97M-V/def2-TZVPD" e_lumo_ha=0.0165 de_lowest_kj_mol=18.9 smiles="C[C@H](N)C(=O)N[C@@H](CCC(N)=O)C(=O)O" homo_ev=-9.469 mol_weight_g_mol=217.2 gap_ev=9.92
N 2.426 -2.132 0.236 0.11 -0.90 0.23
C 3.019 -1.064 -0.324 -1.65 0.80 0.31
H 1.659 0.040 1.636 0.14 -0.11 -0.05
O 1.341 3.668 0.191 0.87 0.49 0.41
N -3.302 0.028 -0.201 0.67 -0.76 0.24
H -0.294 3.893 -1.232 -0.27 -0.06 -0.21
O 4.160 -1.043 -0.666 2.04 -0.06 -0.71
C 2.094 0.134 -0.498 -0.58 -0.28 -0.34
H 0.126 1.804 1.900 0.29 -0.02 -0.57
C -2.002 -1.862 -1.144 -0.13 -0.25 0.53
H 1.572 -2.020 0.744 -0.53 -0.04 0.17
O -0.404 -1.196 1.547 -1.09 1.00 -1.04
H 2.560 1.471 1.133 -0.33 0.10 0.03
H -1.497 -1.151 -1.806 0.16 -0.48 -0.04
N -0.735 0.704 0.337 0.44 0.90 0.08
H -1.419 -2.757 -0.872 0.34 0.64 -0.20
H 3.018 -2.918 0.454 -0.07 0.07 0.07
C -1.101 -0.504 0.767 1.27 -1.89 1.00
C 0.484 2.860 0.048 -0.43 -1.68 0.70
C 1.754 0.786 0.853 -0.64 0.24 -0.24
H -3.609 0.479 0.652 -0.18 0.00 -0.03
H -1.379 1.184 -0.257 -0.51 0.08 -0.39
C 0.369 1.524 0.850 0.58 0.15 0.15
O -0.495 3.026 -0.841 -0.40 0.27 -0.41
H 1.165 -0.220 -1.010 0.61 0.24 0.42
C -2.378 -1.095 0.144 -0.34 0.58 -0.34
H 2.615 0.802 -1.184 -0.13 0.17 0.17
H -2.777 -1.795 0.894 0.05 0.23 -0.16
H -4.113 -0.346 -0.673 -0.11 0.06 -0.02
H -2.857 -2.300 -1.676 -0.16 0.50 0.24

---

Record 6
90
Properties=species:S:1:pos:R:3:forces:R:3 method="wB97M-V/def2-TZVPD" e_lumo_ha=-0.1315 de_lowest_kj_mol=483.6 charge=+1 homo_ev=-9.415 mol_weight_g_mol=594.7 gap_ev=5.84
C 40.148 6.755 17.742 -0.24 0.38 -0.82
H 34.774 7.129 16.007 0.57 -0.43 -1.05
C 35.664 13.807 9.817 0.43 0.99 0.29
H 34.448 18.152 11.254 0.63 -0.90 -0.39
C 32.676 15.316 9.891 2.27 1.49 1.67
H 42.777 9.692 16.249 -0.88 0.15 0.51
P 41.424 10.578 13.053 1.98 2.92 -0.44
H 40.907 8.898 10.949 0.31 -0.89 -0.01
H 35.612 14.299 6.940 0.47 -0.69 -0.32
H 44.220 10.218 10.576 -1.11 -0.04 -0.43
H 35.688 15.410 5.683 -0.12 0.99 0.17
H 41.277 12.219 10.513 0.24 -0.13 -0.04
H 39.375 6.380 18.412 0.09 0.45 0.30
C 36.769 5.550 15.958 1.18 0.88 0.38
H 39.224 11.073 16.472 -0.13 0.40 0.46
C 33.987 16.929 6.893 -0.44 0.83 -0.35
H 38.993 9.698 18.503 -0.31 0.13 1.19
H 36.587 16.620 11.412 -0.10 0.01 -0.21
N 33.764 16.396 9.999 0.36 1.42 -0.96
H 36.777 15.523 7.151 0.36 0.39 -0.61
H 42.625 8.315 10.391 -0.19 -0.49 1.03
H 39.818 13.518 13.526 0.05 0.41 0.10
H 42.791 8.556 15.021 0.34 -0.39 -0.41
H 37.574 4.891 16.283 0.04 0.12 0.38
P 38.325 7.815 15.839 -1.79 -1.36 6.35
N 39.613 6.839 16.378 -0.23 -0.65 -3.95
C 40.675 12.619 11.329 -0.07 -0.46 -1.39
H 36.873 5.570 14.873 -0.60 -0.15 -0.24
N 42.471 9.950 11.912 -0.98 -2.46 -2.46
H 33.623 16.601 5.919 0.42 -0.60 -0.07
H 44.524 10.657 15.031 -0.22 0.05 -0.21
H 32.819 14.863 10.872 -0.85 -0.53 0.06
H 33.046 17.184 7.382 0.30 0.00 0.65
H 41.531 14.189 13.528 -0.34 0.19 0.01
C 41.964 9.096 10.766 -0.44 2.51 0.14
H 43.683 11.572 11.636 0.64 0.12 -0.23
H 40.028 6.388 14.245 0.83 0.84 0.23
O 35.934 17.774 9.282 -0.30 -0.95 0.17
H 40.585 13.681 11.102 0.30 0.16 0.53
C 43.782 10.491 11.537 0.30 0.70 1.56
H 37.697 15.342 10.993 0.45 -0.11 0.95
H 33.099 18.384 10.252 -0.40 0.13 0.11
N 36.923 6.965 16.488 1.36 -1.78 -1.31
H 35.291 13.448 10.776 -0.40 -0.26 -0.01
H 35.232 7.383 17.549 0.05 1.24 0.46
H 36.270 15.024 12.062 -0.10 -0.30 -0.04
C 36.646 15.555 11.187 1.40 0.48 0.24
H 37.332 12.658 13.255 0.28 -1.00 -0.43
H 35.739 8.581 16.143 -0.66 0.45 0.91
N 36.009 15.206 9.970 -0.24 0.31 -1.74
H 43.852 11.972 13.917 0.66 -0.59 -0.45
H 31.676 15.744 9.811 0.14 -0.04 -0.32
H 34.915 13.738 9.028 0.31 -0.56 -0.01
H 43.399 12.054 15.459 0.24 -0.54 0.95
H 32.981 17.350 11.699 -0.26 0.03 0.01
N 41.277 12.325 12.601 0.48 -2.15 2.31
H 36.611 13.295 9.641 -0.21 -0.63 -0.46
H 39.670 12.229 11.169 -0.33 -0.13 0.41
O 37.674 11.807 12.919 -0.44 -0.83 -0.02
H 39.926 4.998 15.122 -0.36 -0.28 0.78
H 35.822 5.129 16.299 0.11 0.13 -0.19
Ca 37.846 9.666 12.596 0.93 1.48 1.47
H 41.229 9.054 15.408 -0.20 0.60 0.52
C 40.883 13.321 13.652 0.13 -1.12 -0.56
C 35.610 7.576 16.545 0.07 0.34 0.19
H 40.987 6.064 17.832 -0.08 -0.11 -0.50
C 43.678 11.281 14.742 -2.23 1.29 -1.34
C 38.332 10.557 16.116 0.59 -0.41 0.03
H 37.415 11.106 16.328 0.12 0.21 -0.04
C 42.243 9.446 15.331 0.46 -1.99 0.55
H 41.023 12.927 14.659 0.14 -0.14 -0.07
H 34.563 17.835 6.707 -0.14 0.34 0.01
C 33.597 17.613 10.839 -1.81 -0.27 -0.12
N 38.272 9.235 16.744 -0.68 -0.78 -1.83
C 38.043 9.263 18.196 1.37 -0.47 -1.04
O 38.167 8.004 14.410 0.28 0.94 -3.53
H 32.931 14.550 9.159 -0.17 0.56 -0.27
N 42.420 10.505 14.421 -0.49 1.88 -0.67
P 35.243 16.463 9.192 -1.97 -0.82 -0.82
H 44.563 10.105 12.192 -0.06 0.28 0.53
H 37.184 9.858 18.506 -0.03 -0.05 -0.18
H 41.338 5.891 15.543 0.13 0.54 -0.72
N 34.817 15.954 7.580 -2.03 1.79 2.55
H 40.552 7.749 17.934 -0.23 -0.04 0.90
H 41.959 9.786 9.922 -0.22 0.06 -0.41
O 40.104 9.847 13.174 1.08 0.03 -0.46
H 37.975 8.222 18.511 -0.19 0.31 0.41
C 40.301 6.016 15.232 -1.22 0.05 1.82
H 38.528 10.548 15.044 -0.38 -0.33 0.02
C 35.768 15.364 6.769 2.03 -3.12 -0.17

---

Record 7
4
Properties=species:S:1:pos:R:3:forces:R:3 method="wB97M-V/def2-TZVPD" e_lumo_ha=0.0233 de_lowest_kj_mol=443.5 smiles="C1=NO1" homo_ev=-9.899 mol_weight_g_mol=43.0 gap_ev=10.53
O -0.777 -0.808 -0.023 -0.43 -1.92 0.18
N -0.835 0.789 -0.037 -0.07 1.97 0.20
H 1.440 -0.070 -0.017 -4.10 0.91 0.64
C 0.172 0.089 0.077 4.60 -0.95 -1.02